No. 1
# C31H51NO9P2ScSeSi

A structure of composition C31H51NO9P2ScSeSi (ωB97M-V/def2-TZVPD, the Open Molecules 2025 dataset).

Structure (ORCA input):
```
! RIJCOSX wB97M-V def2-TZVPD def2/J DEFGRID3
* xyz 1 1
Se 1.113 -2.059 1.708
Sc 0.067 -0.319 0.211
P 0.161 2.646 1.801
P -2.053 1.759 0.200
Si 2.619 -3.535 0.890
O -2.239 -0.842 -2.848
O 0.630 3.385 3.091
O -2.236 0.439 1.057
O -3.386 2.222 -0.425
O 0.288 1.160 1.843
O 0.983 -1.297 -1.678
O 1.053 3.251 0.681
O -1.324 -1.299 -0.859
O -0.896 1.469 -0.711
N 3.455 0.980 0.192
C -0.385 1.834 4.748
C -1.573 3.006 1.408
C -3.078 -1.603 1.960
C 0.827 0.678 -3.685
C 0.404 -5.723 -3.744
C -3.330 2.288 -2.866
C 3.762 -3.992 2.305
C 0.067 -1.546 -2.771
C 0.238 4.597 -1.167
C -0.871 4.327 4.739
C -1.312 -1.189 -2.150
C -3.488 -0.241 1.454
C 1.375 -3.542 -3.510
C -5.427 1.679 -1.567
C 3.667 -2.834 -0.531
C 1.511 -4.887 -3.807
C 0.797 1.166 -6.038
C 2.383 0.611 -0.025
C 0.133 3.227 4.475
C -4.203 0.608 2.481
C 0.881 5.696 1.032
C 0.139 -3.019 -3.131
C 1.045 1.560 -4.731
C -0.965 -3.857 -3.080
C -3.929 1.572 -1.684
C 1.698 -5.042 0.252
C 0.333 -0.115 -6.290
C 1.137 4.574 0.052
C 0.366 -0.613 -3.934
C -0.829 -5.205 -3.388
C 0.120 -1.002 -5.244
H -2.252 2.138 -2.912
H -2.197 2.883 2.295
H 3.451 -3.353 -1.467
H 1.410 2.559 -4.526
H -0.249 -1.997 -5.453
H 0.376 3.700 -1.768
H -3.757 1.874 -3.780
H -4.474 1.587 2.084
H -1.936 -3.468 -2.805
H -3.972 -2.164 2.236
H 0.969 1.852 -6.857
H 2.386 -5.829 -0.063
H -5.742 2.722 -1.537
H 0.336 1.069 4.466
H -1.134 4.333 5.797
H -1.791 4.174 4.172
H 4.338 -4.888 2.064
H 1.038 3.399 5.057
H 1.019 0.998 -2.669
H 1.024 6.644 0.512
H -3.582 0.731 3.370
H 0.504 -6.774 -3.980
H -2.542 -2.158 1.193
H -5.798 1.173 -0.676
H -0.818 4.676 -0.898
H -4.077 -0.333 0.540
H 4.467 -3.184 2.513
H -5.880 1.206 -2.439
H 0.482 5.470 -1.774
H -0.456 5.301 4.484
H -3.561 3.354 -2.827
H 0.136 -0.432 -7.306
H 1.566 5.658 1.877
H -2.443 -1.514 2.844
H 2.238 -2.890 -3.609
H 1.079 -4.767 -0.606
H 4.727 -2.993 -0.317
H -3.587 0.536 -1.662
H 3.201 -4.186 3.220
H -0.142 5.688 1.413
H 2.179 4.607 -0.267
H 1.042 -5.451 1.021
H 2.476 -5.279 -4.101
H 3.551 -1.757 -0.688
H 4.383 1.276 0.414
H -5.124 0.110 2.783
H -1.694 4.017 1.020
H -1.322 1.634 4.222
H -0.587 1.747 5.816
H -1.696 -5.851 -3.345
H 1.846 -1.700 -1.833
*
```

Its HOMO-LUMO gap is 8.30 eV. The value obtained for the HOMO energy is -10.145 eV. The largest force on an atom is 0.84 eV/A.

Atomic partial charges in e from the natural (NBO) method, atoms 1 to 5: Se -0.710; Sc 1.538; P 2.511; P 2.493; Si 1.500

***

No. 2
# C40H38IrN5O4PS2Si

A structure of composition C40H38IrN5O4PS2Si (ωB97M-V/def2-TZVPD, the Open Molecules 2025 dataset).

Structure (ORCA input):
```
! RIJCOSX wB97M-V def2-TZVPD def2/J DEFGRID3
* xyz 0 2
Ir 0.227 0.118 0.312
S -1.910 -0.970 -1.652
S -0.004 -3.299 -3.099
P -1.846 -2.590 -2.861
Si -0.730 -1.690 1.546
O -3.051 5.165 0.318
O -1.988 3.428 -1.268
O -0.808 1.545 -1.066
O -3.108 5.406 2.533
N -1.680 3.117 2.973
N 1.981 0.301 1.034
N 1.349 -0.452 -1.509
N 4.447 -3.823 -2.892
N -0.810 1.655 1.624
C -2.968 -3.878 -2.227
C 1.653 0.633 -2.231
C 2.483 3.541 3.648
C -4.667 -5.810 -1.190
C -2.513 -1.297 2.016
C -4.116 -2.251 -6.262
C -0.968 1.982 2.895
C 2.813 1.220 3.064
C 3.664 -1.025 2.084
C -1.896 -1.032 -5.124
C -0.838 -3.381 0.732
C 3.847 -2.858 -2.726
C -2.366 -0.603 -6.354
C 2.717 0.651 -3.112
C 2.056 -1.562 -1.666
C -3.475 -1.218 -6.926
C 3.171 0.950 4.384
C -4.151 -3.498 -1.594
C 2.869 3.270 4.957
C -5.001 -4.466 -1.079
C -3.484 -6.188 -1.809
C -2.777 4.797 1.540
C 4.093 -3.312 1.435
C -1.448 2.618 0.870
C 4.916 -0.975 2.696
C -1.434 2.543 -0.607
C 2.449 2.523 2.712
C 0.234 -2.031 3.161
C -2.534 -2.080 -4.464
C 3.474 -0.496 -3.273
C 3.268 -2.203 1.445
C -2.631 -5.222 -2.329
C 5.740 -2.091 2.687
C 5.334 -3.258 2.057
C 3.201 1.973 5.321
C 3.123 -1.631 -2.552
C -0.476 1.233 4.077
C 2.764 0.155 2.023
C -1.995 3.542 1.708
C -3.648 -2.687 -5.028
H -1.040 -0.557 -4.661
H 2.295 -2.226 0.974
H -4.148 -3.494 -4.508
H -5.919 -4.172 -0.587
H 1.768 -2.428 -1.092
H -0.468 -2.196 3.983
H 0.127 1.880 4.717
H 4.316 -0.525 -3.952
H 2.157 2.720 1.688
H -1.701 -5.501 -2.808
H -3.220 -7.235 -1.882
H 3.777 -4.219 0.936
H -1.314 0.849 4.660
H 5.990 -4.119 2.038
H 0.909 -1.223 3.449
H -1.870 0.210 -6.869
H -2.601 -0.451 2.702
H -4.984 -2.724 -6.704
H -1.697 -3.422 0.065
H 3.412 -0.061 4.686
H 0.045 -3.651 0.147
H 2.905 4.066 5.689
H -1.950 3.634 3.797
H 3.487 1.756 6.343
H 0.842 -2.929 3.040
H -5.332 -6.566 -0.790
H -0.972 -4.137 1.514
H 2.210 4.549 3.363
H -4.389 -2.445 -1.503
H 5.266 -0.056 3.145
H 0.135 0.402 3.746
H 2.943 1.552 -3.665
H -2.954 -2.178 2.490
H -2.671 4.522 -0.375
H -3.835 -0.893 -7.894
H -3.094 -1.066 1.121
H 6.709 -2.043 3.167
H 1.006 1.490 -2.107
*
```

Its HOMO-LUMO gap (spin up / spin down) is 5.60 / 5.75 eV. The calculation puts the energy relative to the best compared isomer or geometry (same formula, charge and spin) at 83.8 kJ/mol. The value obtained for the HOMO energy (spin up / spin down) is -7.351 / -7.350 eV. The largest force on an atom is 3.28 eV/A.

Atomic partial charges in e from the Löwdin method, atoms 1 to 5: Ir 1.159; S 0.327; S 0.245; P 0.099; Si 0.386

***

No. 3
# C3H8IN2OP

A structure of composition C3H8IN2OP (ωB97M-V/def2-TZVPD, the Open Molecules 2025 dataset).

Structure (ORCA input):
```
! RIJCOSX wB97M-V def2-TZVPD def2/J DEFGRID3
* xyz 0 1
I 1.476 -0.925 -0.522
P 2.841 0.259 1.265
O -0.723 1.690 1.015
N 0.049 -1.780 0.413
N -1.767 1.830 -1.077
C -1.208 1.760 -0.039
C -1.729 2.385 -2.411
C 0.488 -2.963 1.178
H -0.181 -3.160 2.093
H -2.416 3.181 -2.476
H -2.080 1.694 -3.140
H 0.213 -3.921 0.701
H -0.650 2.681 -2.603
H 1.659 0.775 1.707
H 1.446 -2.795 1.690
H 2.580 -0.710 2.206
*
```

Its HOMO-LUMO gap (spin up / spin down) is 7.33 / 7.33 eV. The calculation puts the energy relative to the best compared isomer or geometry (same formula, charge and spin) at 289.5 kJ/mol. The value obtained for the HOMO energy (spin up / spin down) is -7.669 / -7.671 eV. The largest force on an atom is 2.45 eV/A.

Atomic partial charges in e from the natural (NBO) method, atoms 1 to 5: I 0.769; P 0.036; O -0.543; N -0.887; N -0.541

***

No. 4
# C58H150N8O21

A cluster of 13 separate species, C58H150N8O21 in total (ωB97M-V/def2-TZVPD, the Open Molecules 2025 dataset).

Structure (ORCA input):
```
! RIJCOSX wB97M-V def2-TZVPD def2/J DEFGRID3
* xyz 0 1
O 4.166 1.062 -1.296
O -3.746 -2.311 -1.373
O -6.619 4.582 -1.101
O 2.400 0.781 -6.093
O 4.133 -3.018 2.354
O -4.184 -0.442 -6.303
O 0.808 -3.529 5.628
O -0.634 -4.809 0.781
O 1.795 -2.693 -3.197
O 1.977 -10.248 -1.174
O -2.115 1.499 -3.166
O 0.425 3.221 6.657
O 1.668 4.681 0.723
O 6.801 0.832 -3.114
O 5.229 4.863 -2.991
O -3.832 0.994 1.660
O -5.302 2.295 6.395
O 4.236 2.307 2.778
O -2.963 4.525 0.779
O 0.284 0.183 1.513
O 2.393 -6.150 -1.520
N -4.851 0.196 4.572
N 2.458 -0.080 3.864
N 0.663 -2.369 -0.010
N -3.091 -1.144 -3.772
N 3.826 -8.366 -0.178
N -3.992 5.666 -1.665
N 2.972 5.858 -1.635
N 2.086 1.543 -3.156
C 4.578 3.547 2.193
C 1.573 6.107 0.464
C 2.624 2.576 -2.315
C -6.182 3.254 6.860
C -3.904 -0.499 3.679
C 3.252 2.066 -1.035
C -3.100 4.263 2.156
C -0.739 2.386 6.579
C -1.835 2.668 -2.411
C 5.075 6.262 -2.933
C -2.625 5.852 0.508
C -0.607 -2.646 3.884
C -1.366 -3.700 0.254
C 6.502 4.516 -3.458
C -5.483 -1.043 -6.349
C 0.729 -10.901 -1.327
C 3.737 -9.710 0.262
C 4.882 0.695 -0.093
C 6.768 -0.484 -3.667
C 3.093 -6.036 -0.262
C 1.055 -6.460 -1.266
C 1.565 2.175 -4.364
C 2.690 -3.247 -4.175
C 1.583 -1.661 -0.961
C -4.184 1.129 0.307
C -5.077 -3.755 -0.102
C 2.422 -2.554 -1.908
C -2.712 6.128 -1.037
C -5.390 0.927 6.845
C 3.683 -0.779 3.390
C -3.266 -1.451 -6.087
C -5.156 6.422 -1.196
C 2.321 -10.304 0.196
C -0.924 0.651 2.011
C 6.746 -1.611 -2.635
C -4.761 -3.327 -1.539
C 2.262 -0.053 -7.185
C 3.170 -2.168 2.916
C 1.759 6.524 -0.987
C -0.730 1.523 3.280
C -3.352 -2.158 -4.773
C -4.436 0.052 6.000
C -7.986 4.231 -1.013
C -1.431 0.407 -2.719
C -1.658 -0.717 -3.647
C -1.403 -5.637 1.553
C 3.144 -7.334 0.568
C -0.050 -2.410 5.300
C 4.545 -2.728 1.077
C -6.491 5.855 -1.589
C 3.490 6.431 -2.828
C 2.706 1.275 4.417
C 2.906 2.356 3.432
C -4.156 -0.323 2.150
C 0.585 3.984 0.291
C -1.285 2.052 7.917
C -0.460 -3.006 -0.703
C 1.242 1.201 -5.460
H -6.716 5.918 -2.693
H 3.388 7.539 -2.911
H 5.427 3.405 1.584
H 3.391 3.332 -2.773
H -3.428 0.501 6.070
H 2.456 1.689 -0.425
H 4.227 0.114 0.521
H -4.523 -0.908 6.437
H 3.692 -2.792 -4.141
H -1.519 -0.223 2.179
H -2.916 -0.139 3.863
H -6.091 -3.681 0.161
H -5.802 3.876 7.625
H -7.170 6.492 -1.107
H 6.910 -2.510 -3.159
H 4.849 4.272 2.906
H -3.513 -1.931 -2.268
H -0.047 -3.633 -1.470
H 2.813 0.855 -3.419
H -0.724 2.863 -2.483
H 1.185 -3.385 6.484
H 1.571 -0.852 -6.853
H 1.718 0.385 -8.110
H -4.199 4.741 -1.426
H -3.279 -2.250 -6.869
H -8.087 3.212 -0.628
H -5.770 -1.154 -5.288
H 2.332 6.559 1.062
H 0.543 1.681 -6.123
H 2.781 4.879 -1.743
H -5.105 6.621 -0.062
H 4.259 -0.315 2.626
H -1.178 -1.709 3.657
H -5.539 -2.012 -6.866
H -2.265 2.654 -1.425
H 5.432 6.738 -3.887
H -3.779 5.027 2.653
H -1.245 -3.496 3.801
H -2.592 -2.924 -4.732
H 5.950 -0.664 -4.394
H -1.496 1.178 1.232
H -4.370 -2.652 -4.624
H 0.309 3.783 7.450
H -4.928 -4.763 0.192
H 1.787 1.508 4.949
H 0.630 -11.847 -0.803
H -2.121 4.490 2.619
H -1.107 -1.590 -3.290
H -8.490 4.931 -0.281
H -2.191 1.497 7.856
H 4.440 -0.946 4.228
H -5.221 0.761 0.302
H -1.756 0.179 -1.684
H -6.448 0.716 6.756
H -8.403 4.357 -2.005
H 0.605 6.463 0.845
H -4.594 -3.062 0.565
H -0.304 2.485 2.974
H -3.357 6.430 1.065
H -1.858 5.586 -1.508
H 2.145 2.300 2.597
H 2.816 -4.330 -3.983
H 6.468 3.500 -3.840
H -1.271 -0.323 -4.556
H -1.586 6.062 0.755
H -0.809 -6.361 2.078
H 2.198 -11.388 0.541
H 2.199 3.023 -4.688
H -1.723 1.639 3.705
H -3.291 3.227 2.376
H -5.027 7.435 -1.640
H 2.277 -2.055 2.228
H -6.149 -0.288 -6.746
H -3.666 -1.083 1.553
H 0.746 -6.026 -0.275
H -0.092 -10.241 -0.998
H 3.219 -0.463 -7.557
H -1.788 -3.074 1.059
H 1.932 7.625 -1.107
H 7.583 -1.535 -1.929
H 7.673 -0.500 -4.284
H 0.572 2.566 -4.078
H 0.756 2.919 0.239
H -2.229 -1.069 -6.172
H -5.259 -0.392 2.085
H 0.415 -6.161 -2.115
H -2.106 -6.254 0.968
H 3.680 -2.539 0.430
H 1.103 -3.093 0.546
H 1.655 -9.644 0.750
H -0.858 -2.362 5.982
H 3.014 5.967 -3.694
H 3.789 4.025 1.624
H 0.264 4.432 -0.648
H 0.618 -1.553 5.443
H 5.209 1.646 0.403
H -7.203 2.851 7.108
H 5.731 -1.710 -2.118
H 2.896 -2.749 3.828
H 5.321 -2.023 0.941
H -4.404 -4.203 -2.028
H 0.831 6.371 -1.531
H 2.665 -5.241 0.333
H -3.724 -0.392 -3.980
H -0.246 4.203 0.980
H 0.163 -0.708 1.078
H 2.901 3.351 4.023
H -2.431 3.421 -2.975
H 3.675 -8.283 -1.185
H 2.630 -3.556 -1.436
H 4.957 -3.706 0.711
H -5.656 -2.969 -2.015
H 5.545 6.755 -2.095
H 0.670 -11.179 -2.392
H 0.166 -2.617 3.108
H 2.339 -3.110 -5.180
H -1.602 2.913 6.017
H 1.874 0.101 3.095
H 1.005 -7.610 -1.170
H -2.246 -4.092 -0.300
H 3.392 -2.031 -2.077
H -1.591 3.042 8.368
H -1.030 -2.215 -1.210
H -5.006 0.854 7.899
H -4.180 2.168 0.121
H -0.485 1.548 5.935
H 5.926 1.093 -2.773
H 7.217 4.649 -2.665
H 4.253 -9.828 1.246
H -3.526 0.585 -0.391
H 0.961 -1.105 -1.670
H 2.131 -7.529 0.769
H 3.560 1.323 5.095
H -0.385 0.551 -2.592
H -4.923 1.229 4.384
H 0.769 0.356 -4.972
H -3.933 -1.535 3.944
H 6.899 5.230 -4.176
H 1.790 3.206 -2.038
H -0.467 1.683 8.631
H 3.632 2.965 -0.472
H -6.356 3.956 6.088
H -1.938 -5.137 2.317
H 3.729 -7.121 1.525
H 4.062 -5.585 -0.508
H -0.108 0.969 4.051
H 4.375 -10.189 -0.459
H 5.837 0.146 -0.298
H 2.154 -0.968 -0.362
H -2.585 7.219 -1.213
*
```

Its HOMO-LUMO gap is 8.92 eV. The calculation puts the energy relative to the best compared isomer or geometry (same formula, charge and spin) at 215.9 kJ/mol. The value obtained for the HOMO energy is -8.288 eV. The largest force on an atom is 3.72 eV/A.

Atomic partial charges in e from the Löwdin method, atoms 1 to 5: O -0.190; O -0.136; O -0.184; O -0.179; O -0.176

***

No. 5
# C8H9IN3O

A structure of composition C8H9IN3O (ωB97M-V/def2-TZVPD, the Open Molecules 2025 dataset).

Structure (ORCA input):
```
! RIJCOSX wB97M-V def2-TZVPD def2/J DEFGRID3
* xyz 1 1
I -2.422 -1.115 -0.129
O 1.250 -1.311 -0.579
N -0.400 1.204 1.496
N -1.976 2.607 0.442
N -0.498 0.085 -2.094
C 0.091 0.684 0.250
C 0.905 -0.554 0.507
C 2.092 -2.279 1.245
C -1.349 2.026 1.545
C 1.970 -2.360 -0.101
C 1.398 -1.105 1.644
C -1.930 2.130 -0.682
C -1.029 0.415 -0.749
H 1.276 -0.713 2.632
H -2.308 2.513 -1.608
H -1.243 -0.282 -2.704
H -1.690 2.384 2.506
H 2.327 -3.061 -0.828
H 0.750 1.462 -0.183
H 0.231 -0.660 -1.948
H -0.051 0.896 -2.543
H 2.607 -2.966 1.883
*
```

Its HOMO-LUMO gap is 8.46 eV. The calculation puts the energy relative to the best compared isomer or geometry (same formula, charge and spin) at 0.0 kJ/mol. The value obtained for the HOMO energy is -12.271 eV. The largest force on an atom is 4.43 eV/A.

Atomic partial charges in e from the natural (NBO) method, atoms 1 to 5: I 0.238; O -0.481; N -0.366; N -0.417; N -0.755

***

No. 6
# C3H12O3S

A cluster of 3 separate species, C3H12O3S in total (ωB97M-V/def2-TZVPD, the Open Molecules 2025 dataset).

Structure (ORCA input):
```
! RIJCOSX wB97M-V def2-TZVPD def2/J DEFGRID3
* xyz 0 1
S 2.937 -0.769 -0.076
O -1.440 0.384 0.084
O -0.980 1.996 -1.837
O -0.027 1.018 2.314
C -1.134 -0.899 -0.568
C 1.336 -0.242 -0.593
C 0.350 -1.404 -0.331
H -1.894 2.151 -2.060
H 0.478 -1.755 0.699
H 1.091 0.572 0.109
H -1.848 -1.628 -0.166
H -1.232 -0.853 -1.632
H -0.026 1.831 2.811
H 1.318 0.051 -1.654
H 2.471 -0.703 1.173
H 0.418 -2.232 -1.006
H -1.146 1.510 -0.940
H 0.077 0.253 2.960
H -0.749 0.720 0.715
*
```

Its HOMO-LUMO gap is 8.91 eV. The calculation puts the energy relative to the best compared isomer or geometry (same formula, charge and spin) at 84.1 kJ/mol. The value obtained for the HOMO energy is -8.846 eV. The largest force on an atom is 2.73 eV/A.

Atomic partial charges in e from the natural (NBO) method, atoms 1 to 5: S -0.003; O -0.772; O -0.997; O -0.960; C -0.060